ORCA calculation (ωB97M-V with the def2-TZVPD basis set) on C22H36ClN3Pb as an isolated structure.

Element x y z (Å)
Pb: 0.129 0.003 0.006
Cl: 1.389 -1.804 1.609
C: -1.219 1.435 -1.296
C: -2.508 1.052 -1.555
C: -3.232 1.905 -2.394
C: -2.625 3.063 -2.868
C: -1.304 3.395 -2.533
C: -0.547 2.550 -1.718
H: -2.924 0.107 -1.197
H: -4.244 1.614 -2.627
H: -0.845 4.297 -2.889
H: 0.503 2.766 -1.427
C: -3.415 3.963 -3.758
H: -2.865 4.884 -3.950
H: -4.378 4.220 -3.308
H: -3.624 3.484 -4.720
C: -3.569 -2.147 1.362
N: -2.626 -1.162 1.439
H: -3.820 -3.663 -0.209
N: -2.221 -2.279 -0.348
H: -4.332 -2.237 2.088
C: -2.496 -0.218 2.630
C: -3.844 -0.167 3.336
C: -1.437 -0.772 3.588
H: -4.050 -1.094 3.871
H: -3.818 0.631 4.072
H: -4.657 0.049 2.639
H: -1.925 1.806 3.064
H: -2.994 1.656 1.649
H: -0.577 -1.195 3.056
C: -2.146 1.204 2.175
H: -1.889 -1.544 4.224
H: -1.071 0.029 4.239
H: -1.261 1.267 1.535
C: -3.319 -2.846 0.238
C: -0.283 -3.508 -1.341
H: -0.519 -4.486 -0.909
H: 0.256 -3.685 -2.281
C: -1.593 -2.777 -1.646
H: -0.887 -1.971 -3.528
C: -2.569 -3.735 -2.307
H: -3.550 -3.279 -2.457
H: 0.365 -2.956 -0.648
H: -0.676 -0.856 -2.223
H: -2.668 -4.651 -1.726
H: -2.176 -4.008 -3.283
C: -1.356 -1.611 -2.608
H: -2.302 -1.137 -2.877
C: -1.760 -1.252 0.404
C: 3.807 1.807 -0.119
C: 3.509 0.514 0.601
C: 4.212 -0.646 -0.006
C: 3.685 0.639 2.073
N: 2.103 0.463 0.260
H: 4.852 2.031 0.012
H: 3.209 2.637 0.273
H: 3.584 1.738 -1.190
H: 5.282 -0.491 0.116
H: 3.924 -1.591 0.462
H: 3.987 -0.738 -1.074
H: 3.075 1.450 2.482
H: 3.398 -0.274 2.601
H: 4.734 0.855 2.265

Computed properties:
Gap between HOMO and LUMO (alpha / beta)   1.982 / 4.076 eV
Charge   -2
HOMO (alpha / beta)   2.72 / 0.58 eV